[1]
Molecular formula: C31H41LuN9O
Method: DFT, ωB97M-V/def2-TZVPD

```
83
Properties=species:S:1:pos:R:3:forces:R:3:mulliken_charge:R:1
Lu 0.14206 0.28447 0.55290 0.696 -1.654 -0.457 1.779
C 3.21793 1.18949 1.90278 0.842 0.286 0.915 -0.835
N 1.83546 1.11874 2.42106 -0.757 1.134 -0.732 -0.118
C 1.59619 0.42535 3.69110 0.720 0.450 0.251 -1.035
C 0.70549 -0.74455 3.53563 -1.276 -1.144 1.139 0.284
N -0.26481 -0.81093 2.63683 0.605 -0.119 0.208 -0.096
C -0.94545 -2.02238 2.86897 0.613 -0.032 1.317 0.323
C -2.03712 -2.53629 2.19812 -0.326 -1.510 -0.003 -0.620
C -2.44330 -3.86255 2.48892 1.135 1.242 0.956 -0.777
C -1.88074 -4.48837 3.62982 -0.162 -0.462 -0.356 -0.484
C -0.85416 -3.93273 4.39001 -0.211 0.561 0.070 -0.928
C -0.37088 -2.68314 3.99118 0.231 1.219 -0.511 0.445
N 0.64130 -1.75209 4.47576 -0.151 -1.400 -1.145 -0.126
C 3.23931 1.15583 0.41101 -0.449 0.146 -1.287 0.011
N 2.16492 1.02363 -0.39583 1.343 0.109 0.695 -0.197
C 2.69293 1.07939 -1.72371 0.514 0.079 0.293 0.321
C 2.04342 0.79162 -2.92779 0.155 -0.258 -0.146 -0.181
C 2.80596 0.71308 -4.10036 -0.336 -0.405 0.142 -0.716
C 4.17422 0.95072 -4.07014 0.404 0.491 1.886 -0.498
C 4.84188 1.23230 -2.83594 0.152 0.654 -1.259 -0.836
C 4.10193 1.33176 -1.66737 -1.694 -1.383 0.537 0.170
N 4.39446 1.33518 -0.25662 0.149 0.107 -0.999 -0.065
H 3.87072 0.36258 2.31305 -0.854 0.744 -0.346 0.449
H 3.69137 2.16305 2.23137 -0.285 -1.052 -0.266 0.408
H 1.52014 2.10059 2.53817 0.374 -0.961 -0.107 0.197
H 1.11136 1.13710 4.37476 0.257 -0.310 0.095 0.311
H 2.55597 0.11981 4.11727 -0.169 0.060 0.232 0.467
H -2.56998 -1.92523 1.49502 -0.003 0.016 -0.514 0.637
H -3.14630 -4.39556 1.86893 -0.374 0.180 0.159 0.501
H -2.27639 -5.46108 3.96422 0.277 0.520 -0.377 0.399
H -0.53172 -4.44696 5.28413 0.201 0.065 -0.016 0.459
H 1.37843 -2.03357 5.16068 -0.949 0.636 -0.946 0.336
H 0.98787 0.53017 -2.94157 0.129 0.170 0.103 0.278
H 2.37547 0.36148 -5.05648 0.011 0.502 0.754 0.394
H 4.71647 0.92378 -4.99800 0.361 -0.037 -0.007 0.445
H 5.89448 1.50339 -2.86093 -0.069 -0.361 0.067 0.379
H 5.32645 1.34451 0.18162 -0.775 0.147 -0.501 0.294
N -1.82254 5.58665 2.33461 0.174 -0.925 0.782 -0.275
C -2.30461 4.13570 2.22852 0.055 -0.214 -0.352 -0.846
C -1.48711 3.31366 1.19415 0.619 0.699 0.345 -0.414
N -1.57812 1.86420 1.46200 0.092 0.609 1.489 -0.463
H -2.40616 6.04048 3.07024 0.416 0.134 -0.817 0.397
H -1.86595 6.08534 1.42828 0.050 -0.017 0.616 0.356
H -0.84532 5.54323 2.71279 -0.872 0.528 -0.656 0.368
H -3.37774 4.13513 2.00328 0.272 0.148 0.007 0.371
H -2.16648 3.72756 3.23727 -0.053 0.067 -0.207 0.437
H -0.42273 3.60931 1.27644 -0.322 -0.003 0.060 0.290
H -1.76761 3.54312 0.15505 -0.140 -0.224 0.286 0.200
H -2.34757 1.50972 0.93896 -0.836 -0.531 -0.720 0.293
H -1.84953 1.71704 2.46216 0.516 -0.066 -1.017 0.256
C -1.16651 0.37508 -1.24774 -0.909 2.137 -0.927 -2.407
C -1.80660 1.12404 -2.00380 1.026 -1.629 1.807 1.694
C -2.46941 2.14669 -2.68879 -0.742 1.307 -1.412 0.374
C -3.41576 2.94534 -2.01277 0.310 0.608 -0.500 -0.258
C -3.75124 4.21652 -2.55986 0.773 -1.457 0.502 -0.700
C -3.14748 4.63542 -3.73955 0.129 0.058 0.035 -0.422
C -2.34150 3.76985 -4.50092 -0.619 -0.845 0.798 -0.594
C -2.05475 2.49581 -4.00890 -0.075 0.179 0.838 -0.552
H -3.82402 2.55168 -1.06521 0.107 0.472 -0.512 0.608
H -4.40871 4.87627 -2.02008 -0.233 0.087 -0.004 0.460
H -3.31001 5.67082 -4.02511 -0.032 -0.255 -0.359 0.418
H -1.98069 4.02542 -5.47391 0.139 0.386 -0.345 0.449
H -1.46755 1.74927 -4.55909 -0.123 0.607 0.146 0.471
C -0.52777 -3.92755 -2.82621 -0.754 -0.160 0.367 -1.172
N -0.68978 -3.08893 -1.61721 0.499 -0.544 -0.164 0.342
C -1.97672 -2.47829 -1.39528 -0.331 1.259 -0.483 -0.391
C 0.29533 -2.89337 -0.72239 0.638 -0.995 -1.417 0.053
O 0.41653 -1.79125 -0.07405 -0.195 -0.309 0.452 0.243
N 1.24062 -3.89380 -0.65412 -0.761 2.002 0.574 0.234
C 0.92880 -5.30500 -0.85907 1.236 -0.962 0.329 -1.163
C 2.45514 -3.51694 0.06548 -0.644 -0.196 0.163 -1.000
H -1.15963 -3.47714 -3.60745 0.144 -0.310 0.347 0.468
H -0.85023 -4.97317 -2.61097 0.236 0.798 -0.623 0.339
H 0.49147 -3.88484 -3.19307 0.171 -0.166 0.181 0.355
H -2.68205 -2.77232 -2.19533 0.426 0.053 0.540 0.471
H -1.81780 -1.36069 -1.44195 -0.771 -1.509 0.199 -0.070
H -2.34712 -2.80004 -0.42255 -0.284 0.128 -0.144 -0.009
H -0.12893 -5.53833 -0.79694 0.000 0.254 0.237 0.438
H 1.47410 -5.84988 -0.06234 -0.513 0.185 -0.267 0.380
H 1.31934 -5.74817 -1.79848 -0.197 0.632 0.313 0.308
H 2.47884 -3.95705 1.06312 0.113 -0.176 -0.039 0.379
H 2.44755 -2.44551 0.16841 0.107 0.260 0.068 0.077
H 3.31263 -3.77367 -0.50620 0.832 -0.531 -0.354 0.434
```
Forces are in eV/Å.

Results
Kohn-Sham gap, eV: 6.443
Max |F|, eV Å⁻¹: 2.64
Energy relative to the best compared isomer or geometry (same formula, charge and spin), kcal/mol: 17.8
HOMO, eV: -14.60
E_LUMO, eV: -8.16
Net charge: +3

***

[2]
Molecular formula: C69H78Cl10N3O6
Method: DFT, ωB97M-V/def2-TZVPD

```
166
Properties=species:S:1:pos:R:3:forces:R:3:mulliken_charge:R:1
C 1.16251 -0.21996 -2.55891 0.546 -0.183 0.528 0.195
C 0.76148 -0.90025 -1.21223 0.427 1.046 -1.456 1.817
C -0.02584 0.05675 -0.34967 -1.638 0.221 -0.097 1.750
C 0.80748 1.19592 0.21738 0.243 -0.197 0.855 -1.108
N 0.06995 2.11556 1.17040 -1.336 0.343 0.778 1.786
C 0.96605 3.13989 1.85774 1.100 0.453 -0.436 -0.555
C 0.50710 3.33311 3.27914 0.566 -0.301 1.452 0.174
C -0.47885 2.21044 3.58772 -1.911 1.338 -1.238 -1.136
C -0.46823 1.30401 2.36316 1.874 -0.470 1.015 -0.438
C -1.06731 2.83457 0.45863 0.409 -1.267 0.682 0.310
H 1.91503 0.57128 -2.49086 0.245 -0.191 0.392 0.002
H 0.33390 0.30206 -3.03731 -0.354 -0.542 0.019 -1.305
H 1.58627 -0.99164 -3.19868 -0.141 0.150 -0.292 0.420
H 1.63856 -1.26737 -0.66587 -0.098 -0.063 -0.288 -0.695
H 0.15666 -1.74400 -1.54373 -0.173 -0.114 0.545 -0.878
H -0.60346 -0.51861 0.38458 0.663 0.126 0.698 0.212
H -0.88987 0.45091 -0.89757 0.493 0.164 -0.543 -1.275
H 1.29620 1.85189 -0.50185 -0.218 -0.177 -0.340 0.316
H 1.58489 0.72803 0.82436 0.211 0.271 0.055 -0.124
H 0.93148 4.13218 1.40760 -0.378 -0.358 -0.784 0.084
H 2.01292 2.85686 1.74162 -0.112 -0.512 0.126 0.074
H 0.10174 4.33866 3.37096 -0.537 -0.266 0.090 -0.353
H 1.27250 3.31915 4.05793 0.570 -0.136 -0.557 0.309
H -1.43053 2.75177 3.60912 -0.346 -0.509 0.263 0.413
H -0.40005 1.65544 4.51557 0.421 0.048 -0.031 0.375
H -1.35878 0.68418 2.29148 -0.183 0.436 -0.975 0.310
H 0.36994 0.61789 2.52002 -0.170 -0.312 0.020 0.325
H -1.60709 3.43895 1.18552 0.151 0.209 -0.058 0.809
H -1.70148 2.00809 0.14902 -0.314 0.352 -0.365 -0.560
H -0.65414 3.39970 -0.36964 -0.136 -0.076 0.073 -0.795
Cl 0.48060 2.89369 -3.13977 0.362 0.479 -0.167 0.046
C 0.64225 4.57651 -3.83920 -1.307 -0.833 0.948 -0.843
C 0.53957 5.61080 -2.71092 0.957 -0.730 -0.552 -0.270
Cl -0.90569 5.36608 -1.69969 -0.025 0.612 -0.421 -0.044
H -0.24716 4.62455 -4.46333 0.231 0.249 -0.332 0.206
H 1.56773 4.55512 -4.40398 0.012 0.416 0.069 0.493
H 0.56082 6.60355 -3.15513 -0.278 0.099 0.200 0.416
H 1.40099 5.48755 -2.05747 -0.023 0.178 0.088 0.113
Cl 0.56779 -1.70951 -6.14802 0.353 -0.336 0.062 -0.201
C -0.96603 -0.99711 -5.67084 -0.704 1.208 -0.144 0.705
C -1.41893 0.00230 -6.73782 -0.322 -0.123 -0.255 -0.596
Cl -0.33999 1.42118 -6.75193 0.298 0.304 0.030 -0.205
H -0.86923 -0.40284 -4.76252 0.394 -0.341 -0.040 -0.726
H -1.70907 -1.75944 -5.44352 0.037 -0.153 -0.395 0.330
H -2.42120 0.39302 -6.56638 -0.002 -0.175 0.390 0.282
H -1.40673 -0.33432 -7.77226 0.117 -0.503 0.191 0.508
Cl 1.41952 0.78847 6.42500 -0.801 0.674 -0.027 -0.191
C 2.88432 0.41823 5.53058 1.018 -0.305 0.609 -0.194
C 4.09748 1.03885 6.23285 0.180 -0.366 -0.753 -0.527
Cl 4.30386 2.79289 5.77861 -0.333 -0.774 0.538 -0.158
H 2.88136 0.70149 4.48002 -0.464 0.080 0.046 0.089
H 2.88919 -0.66615 5.63796 0.621 -0.021 -0.348 0.303
H 5.02014 0.56757 5.89718 -0.083 -0.039 -0.232 0.286
H 4.04949 0.83937 7.30057 -0.144 0.726 0.110 0.411
Cl 5.26307 -4.33140 1.06190 0.251 -0.281 -0.321 -0.164
C 5.24359 -2.76720 1.86024 -0.721 0.099 0.997 0.182
C 3.92036 -2.57824 2.62035 0.205 0.692 -0.638 -0.718
Cl 2.84092 -1.43810 1.74040 -0.156 0.048 0.036 0.123
H 5.40117 -1.97868 1.13100 0.062 -0.041 0.030 -0.325
H 5.98951 -2.73171 2.65336 0.457 -0.203 -0.454 0.423
H 4.13981 -2.07150 3.55668 -0.256 -0.311 0.178 0.160
H 3.35325 -3.49876 2.71434 0.151 -0.010 0.283 0.386
Cl 2.95520 5.63104 3.63616 0.171 -0.266 0.236 -0.063
C 4.62641 5.26349 3.13287 0.362 0.630 -0.998 -0.562
C 4.86881 5.89878 1.75645 -0.841 -0.680 0.112 -0.689
Cl 3.70239 5.10743 0.59518 0.311 0.201 -0.054 -0.092
H 4.81556 4.20003 3.00541 -0.385 -0.108 0.498 0.287
H 5.28164 5.69050 3.88873 0.069 -0.056 -0.058 0.440
H 5.84267 5.64974 1.34561 0.128 0.273 0.232 0.365
H 4.62486 6.95610 1.73752 0.260 0.019 -0.026 0.349
C 4.92536 0.87883 -0.39209 0.034 -0.641 -0.550 -0.376
C 5.49356 1.03762 -1.81171 -1.879 1.390 -0.031 -0.522
C 5.71965 -0.25232 -2.55417 0.949 -1.060 0.090 -0.709
C 4.63387 -1.25039 -2.46170 0.325 0.530 -0.093 0.313
N 3.83369 -2.06916 -2.39416 -0.122 -0.089 0.110 -0.330
H 5.58811 0.14685 0.07462 -0.116 0.306 0.733 0.176
H 3.91865 0.45448 -0.37393 0.075 -0.279 -0.350 -0.081
H 4.80463 1.81167 0.15681 0.621 0.066 0.018 0.295
H 6.33898 1.72415 -1.79247 0.421 -0.524 -0.118 0.419
H 4.75774 1.57364 -2.42309 -0.078 0.191 0.157 0.219
H 6.60380 -0.77231 -2.16925 0.005 -0.017 0.111 0.308
H 5.96027 -0.08597 -3.60467 -0.239 0.095 -0.040 0.387
C -0.83543 9.89033 4.30673 0.352 -0.799 -0.092 -1.180
C -0.23111 9.44051 2.98005 0.256 -0.118 0.487 -0.667
C 0.23395 7.96990 2.94535 0.156 0.472 0.077 -0.093
C -0.85673 6.99282 3.08312 0.161 0.029 -0.588 0.372
N -1.63753 6.15524 3.18320 0.009 0.084 0.031 -0.529
H -0.17555 9.75216 5.16818 0.574 0.104 -0.364 0.302
H -1.63355 9.19501 4.57551 -0.758 0.801 -0.171 0.366
H -1.01275 10.96024 4.22551 -0.865 -0.160 0.317 0.345
H 0.56938 10.14833 2.75501 0.427 -0.499 -0.117 0.380
H -0.89509 9.51911 2.11687 -0.444 0.282 0.330 0.324
H 0.92751 7.65685 3.72807 0.248 0.539 0.046 0.172
H 0.75003 7.89908 1.98723 -0.098 -0.765 -0.019 0.254
C -4.67914 0.35128 0.82126 0.912 0.048 0.350 -1.009
C -3.81124 -0.53080 0.19023 -0.557 -0.180 -0.149 -0.320
C -3.30206 -0.17426 -1.03198 0.485 0.370 -0.735 -0.079
C -3.54990 1.09274 -1.58194 -0.075 0.259 -0.237 -0.163
C -4.33489 2.02912 -0.90210 0.248 -0.775 0.947 0.888
C -4.86136 1.63643 0.32581 -1.447 -0.778 0.331 -0.898
C -4.55714 3.39696 -1.39856 0.113 0.729 -0.712 0.488
O -5.12942 4.26233 -0.77172 -0.024 -0.340 0.305 -0.676
C -4.03629 3.70294 -2.76264 0.450 0.089 -1.323 0.297
C -4.39729 4.90691 -3.40520 0.586 -0.844 1.146 -0.789
C -4.03820 5.13219 -4.71362 -0.369 0.663 0.400 -0.629
C -3.24529 4.22331 -5.38903 0.283 0.579 -0.349 -0.543
C -2.81267 3.07318 -4.77301 -0.364 0.018 -0.724 0.182
C -3.23144 2.78395 -3.48635 -0.867 -0.099 0.723 0.682
C -2.97085 1.44074 -2.92046 0.510 -0.734 0.557 0.054
O -2.29054 0.59957 -3.48170 -0.125 0.474 -0.256 -0.388
H -5.11946 0.03518 1.75808 -0.253 0.221 -0.025 0.474
H -3.61889 -1.52827 0.56533 0.037 0.066 0.186 0.360
H -2.68363 -0.88228 -1.57011 -0.049 0.074 -0.179 0.693
H -5.64846 2.17231 0.84134 0.421 0.788 -0.128 0.516
H -4.86286 5.69092 -2.82460 -0.423 -0.190 -0.039 0.494
H -4.43174 6.06521 -5.09745 0.396 -0.086 -0.628 0.414
H -2.88080 4.39913 -6.39337 -0.307 0.163 -0.102 0.480
H -2.27699 2.42256 -5.45155 0.300 -0.432 0.799 -0.320
C -4.46408 -7.16184 -0.12193 -0.010 -0.197 0.349 -0.420
C -4.76813 -5.81768 -0.14845 -1.181 0.628 -0.539 -0.640
C -4.06118 -4.92148 -0.92229 1.426 -0.316 0.412 -0.529
C -2.84044 -5.34918 -1.47865 -0.722 -1.231 0.695 0.286
C -2.48220 -6.73299 -1.36789 -0.003 1.597 -0.547 0.411
C -3.34310 -7.64225 -0.76988 -0.027 0.203 0.688 -0.760
C -1.14119 -7.17342 -1.83907 0.548 -0.436 -0.176 0.968
O -0.79477 -8.31118 -1.60567 0.328 0.032 -0.258 -0.711
C -0.23490 -6.18742 -2.55152 -0.317 0.037 1.050 0.417
C 1.03238 -6.54522 -3.02199 0.074 -0.509 -0.394 -0.814
C 1.88440 -5.61272 -3.60430 -1.428 1.025 -0.665 -1.034
C 1.38384 -4.30239 -3.83180 0.829 -1.028 0.436 -0.092
C 0.13497 -3.97198 -3.38524 -0.795 0.455 0.844 -0.011
C -0.64167 -4.86352 -2.62888 0.490 0.119 -1.079 0.217
C -1.93721 -4.37134 -2.10461 -0.252 0.140 -0.643 0.148
O -2.27898 -3.20974 -2.26108 0.159 -0.078 0.289 -0.611
H -5.03894 -7.85974 0.47300 -0.214 0.104 -0.070 0.446
H -5.65324 -5.39977 0.31695 -0.035 -0.409 0.324 0.393
H -4.35220 -3.88124 -0.91002 0.124 0.069 -0.336 0.580
H -3.14400 -8.69397 -0.62290 0.533 0.029 -0.467 0.442
H 1.26919 -7.60200 -3.00044 0.237 0.028 0.195 0.493
H 2.81422 -5.81734 -4.11551 0.186 -0.556 0.498 0.477
H 2.04275 -3.59770 -4.31728 -0.246 0.166 -0.161 0.291
H -0.34550 -3.01354 -3.53491 0.431 0.244 -0.149 -0.020
C 1.58936 -4.36693 0.04368 -0.194 0.819 0.272 0.584
C 1.98322 -5.69113 0.11844 -0.269 0.741 -0.397 -1.338
C 1.15876 -6.59342 0.77193 0.336 -0.164 0.435 -0.393
C -0.01358 -6.17171 1.40497 -0.715 1.711 -0.614 0.466
C -0.46557 -4.82105 1.23436 0.690 -0.613 0.298 0.272
C 0.38656 -3.95127 0.58199 -0.386 0.285 -0.070 0.108
C -1.74899 -4.27276 1.80419 -0.107 -1.292 0.785 0.179
O -2.09679 -3.12247 1.66644 0.122 0.267 -0.271 -0.551
C -2.58168 -5.24417 2.63247 0.877 0.241 -1.196 0.322
C -3.75808 -4.81511 3.21199 0.172 -0.485 1.116 -0.563
C -4.44283 -5.71135 4.03774 -0.251 0.559 0.087 -0.566
C -4.05679 -7.03663 4.18754 0.241 1.171 -0.686 -0.797
C -2.92252 -7.45905 3.49332 -0.998 -0.873 0.555 -0.766
C -2.16039 -6.57995 2.73976 -0.267 0.357 0.521 0.266
C -0.90255 -7.08567 2.13189 0.026 -1.644 -0.833 0.622
O -0.66313 -8.28260 2.12149 -0.083 0.412 0.418 -0.697
H 2.16078 -3.54358 -0.36824 0.498 -0.514 -0.421 0.148
H 2.89758 -5.95496 -0.39402 0.034 -0.408 0.228 0.700
H 1.51083 -7.61445 0.82773 -0.445 -0.162 0.193 0.465
H 0.10163 -2.91215 0.47923 -0.100 -0.005 0.064 -0.370
H -4.02710 -3.76866 3.19470 -0.104 -0.013 -0.297 0.489
H -5.27841 -5.34772 4.62341 -0.131 0.014 -0.148 0.425
H -4.67294 -7.63863 4.83886 0.308 -0.462 -0.107 0.452
H -2.72764 -8.52171 3.55299 0.683 0.103 -0.153 0.472
```
Forces are in eV/Å.

Results
Kohn-Sham gap, eV: 8.080
Max |F|, eV Å⁻¹: 2.64
HOMO, eV: -10.89
E_LUMO, eV: -2.81
Net charge: +1